No. 1
The following is a quantum chemistry calculation of C2H3CoO2 as an isolated structure in a non-equilibrium geometry, from the Open Molecules 2025 dataset.

Each line ends with the Löwdin charge.
Positions of all 8 atoms, in Å:
Co: -1.776 0.285 0.008  1.7370
O: 0.332 0.643 -0.216  -0.0718
O: 0.193 -1.103 1.043  0.2964
C: 1.056 0.910 -1.452  0.3149
C: 0.924 -0.349 0.478  -0.0409
H: 0.501 1.745 -1.887  0.2010
H: 2.021 0.267 -0.902  0.3304
H: 0.981 0.131 -2.213  0.2330

Results
- Max |F|: 0.1074 hartree/bohr
- Net charge: +3
- <S²>: 8.758
- Spin multiplicity: 6
- Orbital gap (spin up / spin down): 8.82 / 7.97 eV
- LUMO energy (spin up / spin down): -18.413 / -21.571 eV



No. 2
The following is a quantum chemistry calculation of C2H3DyO2 as an isolated structure in a non-equilibrium geometry, from the Open Molecules 2025 dataset.

Each line ends with the Löwdin charge.
Positions of all 8 atoms, in Å:
Dy: -1.573 -2.618 -0.610  1.9356
O: -1.239 -0.931 0.822  -0.4076
O: 1.153 1.367 -2.798  0.0837
C: 1.090 1.454 -1.665  0.0424
C: -0.147 -0.145 1.056  -0.1453
H: -0.314 1.015 0.727  0.2098
H: 0.191 -0.200 2.109  0.1248
H: 0.839 0.057 0.360  0.1565

Results
- Max |F|: 0.0604 hartree/bohr
- Net charge: +2
- <S²>: 9.754
- Spin multiplicity: 6
- Orbital gap (spin up / spin down): 9.34 / 6.86 eV
- LUMO energy (spin up / spin down): -10.669 / -12.485 eV



No. 3
The following is a quantum chemistry calculation of one molecule with the formula C2H3F in a non-equilibrium geometry, from the Open Molecules 2025 dataset.

Each line ends with the Löwdin charge.
Positions of all 6 atoms, in Å:
F: 0.966 1.276 0.891  -0.0346
C: 0.459 0.383 -0.044  -0.2242
C: -0.579 -0.352 0.053  0.0031
H: -0.695 -0.887 -0.857  0.0436
H: 1.131 0.336 -0.897  0.1105
H: -1.282 -0.756 0.853  0.1016

Results
- Max |F|: 0.0818 hartree/bohr
- Net charge: 0
- Orbital gap: 11.67 eV
- SMILES: C=CF
- LUMO energy: 1.198 eV



No. 4
The following is a quantum chemistry calculation of one molecule with the formula C2H3F2N in a non-equilibrium geometry, from the Open Molecules 2025 dataset.

Each line ends with the Löwdin charge.
Positions of all 8 atoms, in Å:
F: 1.157 -1.596 0.304  -0.0457
F: -2.007 0.030 0.029  -0.0505
N: 0.257 -0.780 -0.443  -0.0199
C: -0.578 -0.077 0.398  -0.2353
C: 0.442 0.637 -0.406  -0.0172
H: -0.003 1.050 -1.375  0.1560
H: -0.511 -0.293 1.383  0.1201
H: 1.244 1.030 0.110  0.0925

Results
- Max |F|: 0.0841 hartree/bohr
- Net charge: 0
- Orbital gap: 11.73 eV
- SMILES: F[C@@H]1CN1F
- LUMO energy: 1.074 eV



No. 5
The following is a quantum chemistry calculation of one molecule with the formula C2H3F2N in a non-equilibrium geometry, from the Open Molecules 2025 dataset.

Each line ends with the Löwdin charge.
Positions of all 8 atoms, in Å:
F: 2.040 0.218 -0.314  -0.0131
F: -1.392 -0.818 -0.290  0.0780
N: -0.868 1.439 -0.088  0.1769
C: 0.954 -0.479 0.124  -0.1068
C: -0.635 0.239 -0.067  -0.3861
H: 0.938 -0.869 1.156  0.1116
H: -1.861 1.648 -0.142  0.0726
H: 0.824 -1.378 -0.378  0.0669

Results
- Max |F|: 0.1168 hartree/bohr
- Net charge: 0
- Orbital gap: 12.03 eV
- SMILES: [H]/N=C(\F)CF
- LUMO energy: 0.917 eV



No. 6
The following is a quantum chemistry calculation of one molecule with the formula C2H3F2OP in a non-equilibrium geometry, from the Open Molecules 2025 dataset.

Each line ends with the Löwdin charge.
Positions of all 9 atoms, in Å:
P: 1.912 -0.630 0.317  0.9836
F: 0.448 1.640 0.868  0.0066
F: 0.688 1.082 -1.222  -0.0111
O: 1.423 -1.909 -0.159  -0.4605
C: -0.971 -0.070 0.038  -0.0328
C: 0.393 0.573 0.025  -0.7386
H: -1.242 -0.306 1.065  0.0884
H: -0.939 -0.986 -0.548  0.0742
H: -1.711 0.606 -0.385  0.0903

Results
- Max |F|: 0.0380 hartree/bohr
- Net charge: 0
- Orbital gap: 8.61 eV
- SMILES: CC(F)(F)P=O
- LUMO energy: -1.130 eV



No. 7
The following is a quantum chemistry calculation of a 2-piece molecular cluster, C2H3F2P overall in a non-equilibrium geometry, from the Open Molecules 2025 dataset.

Each line ends with the Löwdin charge.
Positions of all 8 atoms, in Å:
P: 1.692 -1.466 0.317  0.5392
F: 1.603 1.186 1.056  -0.0399
F: 1.124 1.936 -0.923  0.0954
C: -0.702 1.125 0.272  0.0545
C: 0.571 1.398 0.161  -0.5056
H: -1.186 0.660 1.167  0.0912
H: -1.369 1.342 -0.585  0.0892
H: 2.251 -0.841 1.401  -0.3240

Results
- Max |F|: 0.0475 hartree/bohr
- Net charge: 0
- Orbital gap (spin up / spin down): 7.35 / 7.26 eV
- LUMO energy (spin up / spin down): -1.221 / -1.247 eV



No. 8
The following is a quantum chemistry calculation of a 2-piece molecular cluster, C2H3F3IN overall in a non-equilibrium geometry, from the Open Molecules 2025 dataset.

Each line ends with the Löwdin charge.
Positions of all 10 atoms, in Å:
I: -2.157 1.979 -2.156  -0.0729
F: -0.355 -1.283 -2.422  0.0960
F: -2.316 -1.865 -1.442  0.1072
F: -0.488 -2.647 -0.627  0.0743
N: 0.385 -0.135 0.244  0.1583
C: -1.015 -1.498 -1.232  -0.5797
C: -0.843 -0.433 -0.242  -0.1465
H: -1.668 -0.403 0.458  0.1258
H: 1.211 -0.627 -0.114  0.1488
H: 0.285 0.490 0.973  0.0887

Results
- Max |F|: 0.0699 hartree/bohr
- Net charge: 0
- Orbital gap (spin up / spin down): 8.16 / 5.96 eV
- LUMO energy (spin up / spin down): -0.914 / -2.413 eV



No. 9
The following is a quantum chemistry calculation of one molecule with the formula C2H3F3IN in a non-equilibrium geometry, from the Open Molecules 2025 dataset.

Each line ends with the Löwdin charge.
Positions of all 10 atoms, in Å:
I: -0.763 -2.152 -1.801  0.4574
F: 0.613 2.093 -1.562  0.1383
F: 0.829 0.565 -3.058  0.1226
F: -1.128 1.094 -2.314  0.1058
N: -0.319 0.273 0.305  0.0559
C: 0.296 -0.123 -0.852  -0.4715
C: 0.148 0.897 -1.962  -0.7273
H: 1.321 -0.454 -0.736  0.1041
H: -0.199 -0.333 1.102  0.1043
H: -1.275 0.591 0.196  0.1103

Results
- Max |F|: 0.0268 hartree/bohr
- Net charge: 0
- Orbital gap: 8.90 eV
- SMILES: N[C@@H](I)C(F)(F)F
- LUMO energy: -0.438 eV



No. 10
The following is a quantum chemistry calculation of one molecule with the formula C2H3F3INO4S3 in a non-equilibrium geometry, from the Open Molecules 2025 dataset.

Each line ends with the Löwdin charge.
Positions of all 17 atoms, in Å:
I: -2.307 -2.781 -0.251  0.6681
S: -1.801 0.591 0.756  0.9823
S: 1.166 0.313 0.472  0.4976
S: -0.498 -1.405 -1.058  0.1290
F: -0.865 1.816 -1.673  0.1308
F: -1.738 3.028 -0.181  0.0960
F: -2.920 1.570 -1.317  0.0773
O: 1.646 0.279 -0.905  -0.3044
O: 0.903 1.574 1.067  -0.2980
O: -1.036 -0.660 -2.130  -0.3247
O: 0.649 -2.214 -1.129  -0.3336
N: -0.240 -0.591 0.394  -0.5913
C: 2.100 -0.708 1.526  -0.1295
C: -1.756 1.791 -0.694  -0.8757
H: 1.990 -0.194 2.536  0.1021
H: 3.120 -0.694 1.117  0.0841
H: 1.587 -1.715 1.470  0.0901

Results
- Max |F|: 0.1013 hartree/bohr
- Net charge: 0
- Orbital gap: 8.79 eV
- SMILES: CS(=O)(=O)N(SC(F)(F)F)S(=O)(=O)I
- LUMO energy: -1.389 eV



No. 11
The following is a quantum chemistry calculation of one molecule with the formula C2H3F3N2O in a non-equilibrium geometry, from the Open Molecules 2025 dataset.

Each line ends with the Löwdin charge.
Positions of all 11 atoms, in Å:
F: -3.527 1.766 -0.567  0.0245
F: -3.492 -2.199 0.339  -0.0730
F: -1.875 1.878 0.846  -0.0419
O: -1.149 -0.845 -0.080  -0.0141
N: -3.539 -0.844 0.068  0.1228
N: -2.304 1.174 -0.375  0.0253
C: -2.301 -0.291 -0.051  -0.3365
C: 0.058 -0.184 0.120  -0.0666
H: 0.087 0.823 -0.527  0.1362
H: 0.132 0.063 1.236  0.1212
H: 0.861 -0.860 -0.234  0.1020

Results
- Max |F|: 0.1107 hartree/bohr
- Net charge: 0
- Orbital gap: 10.44 eV
- SMILES: CO/C(=N\F)N(F)F
- LUMO energy: 0.043 eV



No. 12
The following is a quantum chemistry calculation of a 2-piece molecular cluster, C2H3F3N2O2 overall in a non-equilibrium geometry, from the Open Molecules 2025 dataset.

Each line ends with the Löwdin charge.
Positions of all 12 atoms, in Å:
F: 0.155 -0.843 -1.455  0.0559
F: -2.512 -0.011 1.324  0.0070
F: -2.611 2.191 -0.486  -0.0183
O: 0.884 -0.819 0.661  0.0147
O: -0.627 -2.287 0.038  0.2019
N: -1.544 0.311 0.342  0.0576
N: -1.589 1.215 -0.374  0.0944
C: 1.744 0.191 0.190  -0.0687
C: 0.077 -1.396 -0.180  -0.6604
H: 1.160 0.857 -0.646  0.1391
H: 2.172 0.705 0.983  0.0582
H: 2.690 -0.116 -0.396  0.1186

Results
- Max |F|: 0.1015 hartree/bohr
- Net charge: 0
- Orbital gap: 11.23 eV
- SMILES: COC(=O)F.F/N=N\F
- LUMO energy: -0.401 eV



Question: What is the max |F| in the seventh record?
Answer: 0.0475 hartree/bohr